The following is a quantum chemistry calculation of one molecule with the formula C3H10N4, from OMol25.

The geometry in XYZ format:
```
17
Properties=species:S:1:pos:R:3:forces:R:3
N -0.7722 -0.3222 0.1306 -0.496 -1.137 -2.854
N 1.2402 -0.0603 -0.8254 0.383 -0.533 0.300
N 0.9450 0.7559 1.3719 -0.235 -0.911 -0.408
N 2.6391 0.1343 -0.6324 0.109 0.743 0.441
C -1.8234 0.2174 0.9564 -0.140 0.066 -0.387
C 0.4956 0.1331 0.2217 1.580 0.760 -0.541
C -1.0809 -0.7959 -1.3866 -1.020 0.223 2.944
H -1.4582 0.0527 -1.9584 0.216 -0.057 -0.005
H 0.2761 1.1233 2.0278 0.435 0.105 -0.073
H -1.6043 0.0490 2.0144 -0.049 -0.076 -0.067
H -0.2450 -1.2951 -1.8631 0.075 0.443 0.411
H 3.0638 0.0766 -1.5527 -0.112 -0.042 0.285
H -2.7486 -0.3054 0.7118 0.030 0.046 0.124
H 3.0293 -0.6153 -0.0613 -0.114 -0.041 -0.227
H 1.8926 1.0962 1.2723 -0.300 0.324 0.244
H -1.8611 -1.5381 -1.2300 -0.322 0.124 -0.172
H -1.9882 1.2937 0.8030 -0.041 -0.036 -0.016
```
Forces are in eV/Å.

Its SMILES is CN(C)/C(N)=N/N. The calculation puts the relative energy (zero: lowest compared OMol25 entry of this formula, charge and spin) at 35.90 kcal per mole.

---

The following is a quantum chemistry calculation of an isolated ion of composition C3H10N4 and charge +2, from OMol25.

The geometry in XYZ format:
```
17
Properties=species:S:1:pos:R:3:forces:R:3
N -0.4406 -1.0679 0.0417 -3.248 -1.021 -3.264
N 1.8348 -0.2750 -0.4887 -1.876 -1.653 3.485
N 1.8095 0.9766 -0.2391 0.517 2.450 -0.796
N -2.4687 -0.2440 -0.3763 -1.139 0.352 -0.305
C -0.7615 1.3056 0.5447 -1.365 -2.419 -1.411
C 0.8717 -1.0830 0.4617 2.273 0.210 -0.602
C -1.2868 0.0215 0.0472 1.830 0.232 0.847
H 1.2322 -2.1244 0.4599 0.086 0.638 0.536
H 2.1189 1.6851 -0.9625 -0.192 -0.980 1.253
H 2.0638 -0.5941 -1.3547 0.749 -1.025 -3.304
H -2.6607 -1.2139 -0.5736 -0.627 -0.071 -0.198
H -0.8329 -1.7946 -0.7186 1.849 1.540 2.539
H -0.1475 1.1589 1.3606 0.962 0.475 1.693
H 0.9609 -0.4904 1.3844 0.250 -1.047 0.085
H 1.8477 1.1437 0.7599 0.295 0.936 -0.170
H -0.8890 2.1968 0.0115 -0.476 1.275 -0.313
H -3.2519 0.3992 -0.3583 0.112 0.107 -0.075
```
Forces are in eV/Å.

The calculation puts the relative energy (zero: lowest compared OMol25 entry of this formula, charge and spin) at 107.13 kcal per mole. Its charge is +2.

---

The following is a quantum chemistry calculation of an isolated ion of composition C3H10N4 and charge +2, from OMol25.

The geometry in XYZ format:
```
17
Properties=species:S:1:pos:R:3:forces:R:3
N -0.4450 1.8663 -0.0924 0.047 0.199 -0.083
N -1.3271 0.7123 1.6638 -0.126 -0.072 0.123
N -0.0876 -2.0748 -1.2133 -0.163 -0.090 0.110
N 1.6783 -0.0385 -0.2977 0.436 0.860 0.164
C -0.0903 -0.8244 -0.8860 0.235 -2.177 -1.175
C -0.4605 0.8075 0.6871 -0.234 1.455 1.091
C 0.4486 -0.3244 0.4001 -0.028 -0.291 -0.379
H 2.0190 0.9156 -0.3259 0.031 -0.036 0.197
H 0.5332 -1.0373 1.2251 -0.126 0.113 -0.133
H -1.3475 -0.0602 2.3178 0.129 -0.014 -0.098
H -1.0930 2.6354 0.0451 0.080 -0.024 -0.006
H 2.4355 -0.6919 -0.1511 -0.029 -0.160 0.061
H 0.1097 -2.8136 -0.5414 -0.020 0.106 -0.062
H 0.2185 1.9870 -0.8468 -0.061 -0.007 0.102
H -0.2326 -2.3934 -2.1704 -0.097 0.190 0.093
H -0.3463 -0.1069 -1.6531 -0.137 0.019 0.025
H -2.0132 1.4413 1.8390 0.063 -0.071 -0.030
```
Forces are in eV/Å.

Its SMILES is NC(=[NH2+])[C@H](N)C=[NH2+]. The calculation puts the relative energy (zero: lowest compared OMol25 entry of this formula, charge and spin) at 11.59 kcal per mole. Its charge is +2.

---

The following is a quantum chemistry calculation of one molecule with the formula C3H10N4O, from OMol25.

The geometry in XYZ format:
```
18
Properties=species:S:1:pos:R:3:forces:R:3
O -0.3272 -2.1938 -0.3477 -0.130 -0.326 0.064
N 0.8879 -0.3895 -1.1900 -2.170 -0.210 1.355
N 1.7490 -1.3273 -1.7014 0.763 -1.024 -0.290
N -2.3047 -0.3266 0.2036 -0.704 1.217 -0.326
N -0.9007 -0.0658 0.2734 1.267 2.377 0.052
C -0.3048 1.4840 0.3010 -2.331 -1.933 0.802
C 0.8303 1.5679 1.2943 0.230 -0.281 0.125
C -0.1138 -0.8625 -0.5049 2.418 0.569 -1.411
H 1.8744 -2.1140 -1.0606 0.017 0.088 -0.281
H 1.0378 2.6147 1.5429 -0.066 -0.106 -0.137
H -2.6997 0.0144 -0.6765 0.251 -0.022 0.016
H 0.5726 1.0514 2.2236 -0.049 0.109 -0.133
H 2.6503 -0.9044 -1.9017 -0.319 0.047 0.162
H -2.5463 -1.3188 0.2190 0.557 0.374 0.292
H 1.7503 1.1198 0.9097 -0.162 0.070 -0.045
H -0.0582 1.9070 -0.6730 -0.024 -0.719 -0.147
H -1.1737 2.0282 0.6753 0.020 -0.027 0.077
H -0.9234 -2.2848 0.4130 0.430 -0.204 -0.174
```
Forces are in eV/Å.

Its SMILES is CCN(N)/C(O)=N/N. The calculation puts the relative energy (zero: lowest compared OMol25 entry of this formula, charge and spin) at 87.96 kcal per mole.

---

The following is a quantum chemistry calculation of C3H10N4O as an isolated structure, from OMol25.

The geometry in XYZ format:
```
18
Properties=species:S:1:pos:R:3:forces:R:3
O 1.0830 1.0911 0.2389 1.955 -2.988 -3.052
N -0.9169 0.3608 -0.8512 -3.569 -0.929 2.475
N -2.4246 -0.0928 -0.9672 0.704 4.150 -2.978
N -1.2058 -1.7105 0.6655 3.198 3.241 -2.073
N 0.8183 -0.4130 0.3584 2.010 2.279 6.168
C -0.4711 -0.6426 0.1832 -6.474 -2.704 -2.710
C 0.9841 -0.5621 1.9285 -0.124 -3.034 -0.565
C 1.8025 1.0241 -1.0862 -1.434 -5.461 -1.416
H 1.9623 1.9942 -1.3495 1.407 2.640 -0.536
H -2.0262 -1.9649 0.0539 1.125 1.316 0.837
H 1.9049 0.0797 2.0867 -1.350 -0.982 0.519
H -2.7251 0.3462 -2.0206 0.920 -1.314 3.923
H -0.8644 1.3473 -0.3360 -0.199 -2.743 -1.487
H 1.2739 -1.8663 1.8981 -1.132 4.262 1.020
H -0.1757 -0.2303 2.6298 4.067 -1.187 -2.407
H -2.8214 0.5560 -0.2335 -0.259 -1.024 -1.334
H 0.9832 0.6289 -1.9190 2.189 0.913 2.300
H 2.8190 0.0541 -1.2798 -3.035 3.565 1.316
```
Forces are in eV/Å.

The calculation puts the relative energy (zero: lowest compared OMol25 entry of this formula, charge and spin) at 242.58 kcal per mole.

---

The following is a quantum chemistry calculation of a 2-piece molecular cluster, C3H10N4O overall, from OMol25.

The geometry in XYZ format:
```
18
Properties=species:S:1:pos:R:3:forces:R:3
O 3.0362 0.8136 -0.0639 0.622 -0.340 0.249
N -1.8250 -0.1114 0.9033 0.150 -0.004 -0.248
N -1.1455 -0.8112 -1.9141 -0.194 0.149 0.008
N 0.2282 -1.0460 1.5619 -0.060 -0.056 0.097
N 1.1959 2.0880 0.2594 -0.175 0.258 0.259
C 1.9754 1.2362 -0.4420 -0.587 0.248 -0.367
C -0.6401 -0.7574 0.4899 0.128 -0.120 -0.245
C -0.3419 -1.0679 -0.7761 0.052 0.014 0.290
H 1.4790 2.3597 1.1889 -0.018 -0.051 -0.109
H -2.6044 -0.2737 0.2746 0.088 0.077 0.240
H 0.2583 2.2954 -0.0410 0.064 -0.072 0.001
H 0.3511 -0.2516 2.1805 0.092 0.009 -0.133
H 0.6202 -1.4978 -1.0039 0.149 -0.007 0.073
H 1.1315 -1.3675 1.2341 -0.078 0.090 0.116
H -2.0693 -0.3768 1.8478 -0.113 -0.093 -0.051
H 1.5391 0.9888 -1.4221 0.020 -0.060 -0.016
H -2.1187 -0.6700 -1.6776 -0.019 -0.050 -0.200
H -1.0703 -1.5503 -2.5996 -0.120 0.008 0.036
```
Forces are in eV/Å.

Its SMILES is NC=C(N)N.NC=O. The calculation puts the relative energy (zero: lowest compared OMol25 entry of this formula, charge and spin) at 26.57 kcal per mole.

---

The following is a quantum chemistry calculation of a 3-piece molecular cluster, C3H10N4O overall, from OMol25.

The geometry in XYZ format:
```
18
Properties=species:S:1:pos:R:3:forces:R:3
O -0.5579 -1.7255 0.6934 -0.024 0.035 -0.444
N -0.5878 -1.4902 -0.7420 0.171 -0.256 0.274
N 0.0739 -2.9454 1.0001 -0.020 0.063 -0.010
N 1.8539 4.0170 0.3364 -0.072 -0.519 0.440
N 0.7840 1.2088 -0.3041 0.659 0.562 -1.559
C 0.7154 1.2060 0.9346 0.133 0.643 0.188
C 1.7334 3.4140 -0.6696 0.392 0.958 -0.249
C -1.9715 -1.2592 -1.1263 0.034 -0.023 0.185
H 1.0503 2.0581 1.5906 0.029 -0.136 -0.131
H 0.2876 0.3635 1.4821 -0.017 -0.032 -0.037
H -2.5471 -2.1751 -0.9861 0.008 0.036 -0.032
H -1.9783 -1.0027 -2.1868 0.002 0.001 0.024
H 1.3583 2.2573 -1.0466 -1.115 -1.689 1.738
H 1.7178 3.7420 1.3232 0.019 0.275 -0.372
H -0.0571 -0.6206 -0.8504 -0.095 -0.098 0.104
H 1.0099 -2.9129 0.5963 -0.159 0.046 -0.056
H -2.4489 -0.4513 -0.5597 0.011 -0.021 -0.025
H -0.4360 -3.6837 0.5151 0.045 0.155 -0.037
```
Forces are in eV/Å.

The calculation puts the relative energy (zero: lowest compared OMol25 entry of this formula, charge and spin) at 192.38 kcal per mole.

---

The following is a quantum chemistry calculation of C3H10N4O as an isolated structure, from OMol25.

The geometry in XYZ format:
```
18
Properties=species:S:1:pos:R:3:forces:R:3
O 0.2699 -2.0136 0.2263 -1.004 0.513 -0.211
N -1.2147 1.6082 0.0621 0.359 0.069 -0.394
N -1.9237 -1.6848 0.6065 0.086 0.531 -0.267
N 1.7904 -0.2706 -1.4155 -0.408 -1.229 -0.961
N 0.5982 0.5198 -1.5131 0.041 1.203 1.755
C 0.7166 0.9489 1.3551 0.595 -0.036 -0.299
C -0.2345 0.8012 0.2101 -2.538 -1.287 0.322
C -0.6949 -1.2304 0.2396 1.777 0.454 0.591
H 1.1751 0.0018 1.6335 0.128 0.074 -0.127
H -1.7862 1.3926 -0.7579 -0.133 0.080 0.366
H 0.1624 1.3312 2.2120 -0.145 -0.042 -0.165
H -2.7121 -1.0636 0.6834 0.154 0.024 0.011
H 0.7696 1.3802 -2.0446 -0.074 -0.358 0.287
H 1.4825 1.6946 1.1150 0.009 -0.146 0.024
H -0.3485 0.1718 -1.7181 1.516 -0.943 -0.644
H 1.5254 -1.1454 -0.9238 0.050 0.648 -0.181
H 2.4669 0.2189 -0.8322 -0.543 0.165 0.022
H -2.0424 -2.6607 0.8616 0.129 0.281 -0.131
```
Forces are in eV/Å.

The calculation puts the relative energy (zero: lowest compared OMol25 entry of this formula, charge and spin) at 115.62 kcal per mole.